(1)
Density functional theory data (the ωB97M-V functional and the def2-TZVPD basis) for a cluster of 3 separate species, C35H67F8N3O10S in total.

Geometry as XYZ:
```
124
Properties=species:S:1:pos:R:3:lowdin_charge:R:1
C 1.837 -3.440 0.882 -0.093
O 2.483 -2.613 -0.075 -0.181
C 2.021 -1.280 0.037 -0.240
C 2.975 -0.291 -0.640 -0.169
C 3.729 -0.849 -1.854 -0.186
C 2.867 -1.075 -3.115 -0.192
C 1.726 -0.067 -3.308 -0.217
C 2.200 1.375 -3.499 -0.209
C 1.029 2.347 -3.723 -0.202
C 0.015 2.346 -2.570 -0.205
C 0.615 2.910 -1.253 -0.167
C 0.068 2.181 0.002 -0.104
C -0.428 3.149 1.128 -0.187
O 0.556 2.933 2.186 -0.174
S -0.150 2.464 3.551 0.569
O -0.024 1.059 3.578 -0.220
O 0.312 3.130 4.689 -0.207
O -1.579 3.015 3.170 -0.149
C -1.841 2.925 1.704 -0.379
C -2.439 1.489 1.592 -0.060
C -3.234 1.235 0.319 -0.179
O -4.464 1.939 0.258 -0.112
C -5.586 1.115 0.121 -0.084
C -6.707 1.898 -0.627 -0.418
F -7.562 2.486 0.205 0.155
F -6.086 2.908 -1.281 0.119
C -7.411 1.093 -1.748 -0.376
F -6.478 0.678 -2.603 0.173
F -8.169 1.978 -2.418 0.157
C -8.371 -0.039 -1.292 -0.393
F -9.285 -0.181 -2.266 0.151
F -9.046 0.257 -0.182 0.171
C -7.772 -1.442 -1.110 -0.326
F -7.209 -1.899 -2.222 0.126
F -6.946 -1.519 -0.060 0.110
N -2.837 3.950 1.548 0.184
C -2.772 4.764 0.573 -0.355
C -2.920 6.237 0.876 -0.018
C -2.627 4.408 -0.881 0.005
H 2.488 -3.701 1.721 0.090
H 0.943 -2.971 1.299 0.085
H 1.498 -4.368 0.401 0.070
H 1.998 -1.025 1.101 0.120
H 1.014 -1.160 -0.390 0.115
H 2.475 0.647 -0.872 0.073
H 3.736 -0.029 0.101 0.117
H 4.522 -0.138 -2.090 0.108
H 4.187 -1.797 -1.584 0.104
H 2.451 -2.082 -3.165 0.105
H 3.528 -0.979 -3.984 0.105
H 1.019 -0.181 -2.485 0.087
H 1.199 -0.349 -4.227 0.118
H 2.830 1.396 -4.393 0.116
H 2.837 1.686 -2.670 0.093
H 1.444 3.348 -3.875 0.112
H 0.512 2.093 -4.651 0.110
H -0.382 1.342 -2.431 0.095
H -0.808 2.990 -2.887 0.099
H 0.391 3.979 -1.252 0.107
H 1.693 2.784 -1.322 0.094
H 0.908 1.624 0.405 0.110
H -0.678 1.441 -0.277 0.088
H -0.153 4.139 0.769 0.150
H -1.584 0.808 1.555 0.115
H -2.983 1.236 2.495 0.139
H -3.364 0.152 0.234 0.132
H -2.654 1.513 -0.564 0.112
H -5.979 0.895 1.119 0.152
H -5.370 0.227 -0.473 0.121
H -8.611 -2.112 -0.900 0.176
H -2.254 6.840 0.262 0.082
H -3.940 6.515 0.571 0.093
H -2.854 6.437 1.939 0.082
H -1.855 3.675 -1.095 0.049
H -3.600 4.114 -1.274 0.095
H -2.344 5.317 -1.419 0.087
C -0.945 -10.585 -2.255 -0.116
O -0.237 -9.742 -3.144 -0.196
C -1.068 -9.092 -4.101 -0.217
C -1.099 -7.597 -3.854 -0.215
N -1.834 -7.280 -2.634 -0.052
C -1.709 -5.888 -2.210 -0.199
C -0.329 -5.400 -1.776 -0.225
O 0.149 -5.999 -0.585 -0.202
C 0.837 -7.226 -0.765 -0.091
H -0.213 -11.118 -1.650 0.088
H -1.590 -10.007 -1.585 0.079
H -1.547 -11.317 -2.801 0.087
H -2.078 -9.511 -4.111 0.122
H -0.623 -9.272 -5.084 0.121
H -1.581 -7.102 -4.701 0.123
H -0.059 -7.249 -3.799 0.107
H -1.498 -7.873 -1.887 0.068
H -2.387 -5.756 -1.362 0.118
H -2.078 -5.241 -3.013 0.118
H -0.422 -4.332 -1.552 0.119
H 0.417 -5.477 -2.576 0.113
H 1.368 -7.265 -1.719 0.092
H 0.154 -8.075 -0.679 0.072
H 1.571 -7.317 0.038 0.089
C 2.738 4.596 5.457 -0.119
O 3.949 5.286 5.187 -0.195
C 5.004 4.976 6.087 -0.221
C 6.104 4.225 5.363 -0.216
N 5.669 2.877 5.010 -0.050
C 6.576 2.173 4.109 -0.201
C 6.743 2.731 2.696 -0.228
O 5.575 2.636 1.898 -0.183
C 4.665 3.716 2.023 -0.094
H 1.976 4.987 4.789 0.078
H 2.844 3.525 5.265 0.074
H 2.414 4.754 6.490 0.094
H 4.648 4.415 6.956 0.123
H 5.408 5.927 6.448 0.119
H 6.985 4.159 6.009 0.121
H 6.373 4.811 4.474 0.105
H 4.760 2.932 4.568 0.070
H 6.199 1.152 4.017 0.118
H 7.561 2.106 4.583 0.117
H 7.494 2.115 2.194 0.119
H 7.137 3.754 2.691 0.110
H 5.172 4.659 2.239 0.090
H 3.914 3.510 2.789 0.071
H 4.141 3.821 1.071 0.082
```

The SMILES is COCCCCCCCCCC[C@@H]1OS(=O)(=O)O[C@@]1(CCOCC(F)(F)C(F)(F)C(F)(F)C(F)F)N=C(C)C.COCCNCCOC.COCCNCCOC. The calculation puts the HOMO energy at -8.43 eV.

***

(2)
Density functional theory data (the ωB97M-V functional and the def2-TZVPD basis) for a structure of composition C26H28Br46ClNO5P.

Geometry as XYZ:
```
108
Properties=species:S:1:pos:R:3:lowdin_charge:R:1
C -2.704 3.231 -3.836 -0.113
C -2.036 3.632 -2.372 -0.265
C -0.382 3.414 -2.421 -0.586
Cl 0.578 4.855 -1.759 0.531
C -0.046 2.001 -1.608 -0.106
C 1.031 0.989 -2.346 0.062
C 1.368 -0.441 -1.617 0.017
C 2.408 -1.487 -2.340 -0.249
O 3.710 -1.390 -2.006 0.018
O 2.049 -2.549 -3.299 0.010
C 0.593 -0.735 -0.165 -0.084
C 0.944 -2.229 0.499 -0.204
C 0.153 -3.317 -0.494 -0.589
O 0.606 -4.543 -0.769 -0.081
Br -1.576 -2.641 -1.339 0.611
C -0.443 0.350 0.498 -0.214
P -1.307 -0.068 2.190 0.980
O -0.009 -0.452 3.303 -0.344
O -2.325 -1.505 1.963 -0.451
N -0.687 1.641 -0.253 0.072
H -3.870 3.424 -3.793 0.094
H -2.439 2.127 -4.145 0.088
H -2.233 3.981 -4.635 0.093
H -2.564 2.965 -1.564 0.099
H -2.263 4.760 -2.063 0.020
H -0.046 3.240 -3.546 0.065
H 1.544 1.212 -3.388 0.123
H 1.213 -2.323 -3.814 0.114
H 2.118 -2.407 0.502 -0.077
H 0.513 -2.363 1.578 0.052
H -0.038 -1.434 3.524 -0.032
H -2.983 -1.221 1.246 0.056
H -1.349 2.349 0.139 0.142
C 0.382 -6.831 -3.856 -1.552
Br 0.278 -5.239 -4.969 0.572
Br -1.265 -7.129 -2.864 0.532
Br 0.903 -8.399 -4.882 0.627
H 1.172 -6.655 -3.118 -0.018
C 3.232 -3.030 3.708 -1.483
Br 1.369 -3.439 4.093 0.653
Br 4.418 -4.466 4.266 0.645
Br 3.498 -2.555 1.841 0.782
H 3.495 -2.149 4.303 -0.006
C 3.462 4.699 -4.875 -1.540
Br 3.896 5.585 -3.198 0.573
Br 4.108 2.865 -4.914 0.547
Br 1.562 4.806 -5.279 0.584
H 3.988 5.240 -5.668 -0.013
C -5.595 -2.691 -2.689 -1.563
Br -7.236 -3.327 -1.860 0.588
Br -4.942 -1.064 -1.848 0.518
Br -4.230 -4.076 -2.746 0.487
H -5.838 -2.439 -3.727 -0.017
C -1.488 -11.012 -3.468 -1.610
Br -1.162 -12.888 -3.865 0.569
Br -3.256 -10.445 -4.048 0.528
Br -1.177 -10.604 -1.591 0.533
H -0.761 -10.432 -4.045 -0.109
C -3.246 7.832 -1.661 -1.577
Br -2.001 7.462 -3.108 0.567
Br -4.446 6.336 -1.338 0.580
Br -2.326 8.386 -0.038 0.572
H -3.866 8.676 -1.980 -0.020
C 3.684 4.114 0.365 -1.591
Br 2.989 5.059 1.917 0.561
Br 5.613 3.881 0.463 0.541
Br 2.765 2.424 0.075 0.617
H 3.482 4.742 -0.509 -0.104
C 2.631 -5.920 7.553 -1.594
Br 3.066 -5.035 9.230 0.571
Br 3.278 -7.755 7.515 0.572
Br 0.731 -5.814 7.150 0.498
H 3.158 -5.379 6.760 -0.092
C 8.386 2.350 -3.658 -1.582
Br 8.282 3.942 -4.771 0.547
Br 6.739 2.052 -2.666 0.503
Br 8.907 0.782 -4.684 0.572
H 9.175 2.527 -2.921 -0.019
C -2.652 -5.070 3.558 -1.529
Br -1.509 -5.646 5.023 0.513
Br -3.607 -3.430 3.987 0.556
Br -1.667 -4.918 1.888 0.610
H -3.406 -5.851 3.415 -0.015
C -5.610 -1.544 7.320 -1.582
Br -7.473 -1.953 7.705 0.543
Br -4.423 -2.981 7.878 0.557
Br -5.344 -1.070 5.453 0.519
H -5.347 -0.663 7.915 -0.039
C 6.769 8.083 -0.787 -1.566
Br 6.665 9.675 -1.900 0.549
Br 5.122 7.785 0.205 0.541
Br 7.290 6.515 -1.813 0.513
H 7.559 8.260 -0.049 -0.016
C -5.613 -7.220 -4.867 -1.573
Br -6.533 -8.853 -5.388 0.569
Br -5.237 -7.178 -2.959 0.490
Br -4.009 -6.923 -5.927 0.538
H -6.294 -6.388 -5.077 -0.022
C -8.339 0.604 11.271 -1.595
Br -6.543 -0.076 10.960 0.546
Br -8.331 2.168 12.428 0.564
Br -9.284 0.942 9.604 0.541
H -8.892 -0.181 11.798 -0.020
C 6.224 13.669 -0.328 -1.596
Br 5.119 13.227 -1.867 0.536
Br 6.228 12.243 0.994 0.532
Br 8.028 14.175 -0.853 0.560
H 5.773 14.546 0.148 -0.023
```

The calculation puts the HOMO energy at -11.21 eV. Its net charge is +1.

***

| no. | Kohn-Sham gap (eV) | LUMO (eV) | M (g mol⁻¹) |
| --- | --- | --- | --- |
| 1 | 8.63 | 0.1932 | 873.98 |
| 2 | 6.22 | -4.9850 | 4176.52 |